1.
ORCA calculation (ωB97M-V with the def2-TZVPD basis set) on a cluster of 4 separate species, C3H15NO3 in total in a non-equilibrium geometry.

```
22
Properties=species:S:1:pos:R:3:forces:R:3:mulliken_charge:R:1
H 0.259 -2.297 0.084 0.57 1.13 -0.05 0.328
H -1.894 2.839 1.856 0.09 4.31 2.04 0.293
H 1.413 -1.854 -2.524 -0.35 0.01 -0.56 0.335
H -0.511 -1.249 1.281 0.90 0.47 -1.27 0.325
H -3.789 1.042 1.269 0.45 0.02 0.07 0.351
H 2.614 -1.262 -1.455 0.33 -0.28 1.52 0.295
H 3.504 -0.770 1.251 1.02 -0.47 -0.05 0.289
H 1.736 1.089 -1.582 -1.61 -1.12 -0.13 0.252
H 2.035 -0.505 1.165 1.52 1.60 0.41 0.353
H -5.221 1.455 1.199 0.10 -0.60 0.19 0.311
O -4.666 0.689 1.436 -0.58 0.62 -0.24 -0.647
O -2.025 2.097 1.372 -0.14 -3.47 -1.89 -0.623
C 1.869 -0.958 -2.141 1.35 2.26 -2.19 -1.058
H 0.002 0.448 -2.087 1.70 -0.53 -0.11 0.317
C -0.141 -1.254 0.198 -2.14 -1.70 0.02 -0.890
H 2.593 -0.381 -2.840 -1.39 -1.66 -0.02 0.311
C 1.017 0.187 -1.627 -0.37 0.41 2.77 -0.351
N 0.732 -0.113 -0.143 -2.83 2.27 0.95 -0.299
H -1.421 1.535 1.859 0.12 -0.91 -0.13 0.311
H -1.131 -1.387 -0.369 1.13 0.78 0.28 0.339
O 2.899 -0.101 1.537 -2.00 -0.83 -0.26 -0.671
H 0.127 0.751 0.262 2.12 -2.31 -1.37 0.130
```
Positions in Å, forces in eV/Å.

- SMILES = CCNC.O.O.O
- HOMO level (eV) = -9.3
- energy above the lowest of the compared OMol25 structures with the same formula, charge and spin (kJ/mol) = 244.4

***

2.
ORCA calculation (ωB97M-V with the def2-TZVPD basis set) on a cluster of 4 separate species, C3H15NO3 in total in a non-equilibrium geometry.

```
22
Properties=species:S:1:pos:R:3:forces:R:3:mulliken_charge:R:1
C -0.599 -0.568 -0.060 -0.60 0.79 0.75 -0.570
H 0.905 0.961 0.062 -0.12 0.04 -0.05 0.120
H 0.890 -5.652 -1.724 0.16 -0.06 0.04 0.317
O 1.244 1.729 -3.270 -0.04 -0.07 -0.12 -0.636
H 1.435 -1.380 1.414 0.36 0.13 -0.44 0.327
H -1.341 5.798 1.335 0.01 -0.09 0.02 0.323
N -2.013 -0.169 -0.117 0.50 -0.44 -0.84 -0.646
H 0.688 2.371 -2.817 0.11 -0.04 0.08 0.316
H -1.425 4.272 1.426 -0.09 -0.02 -0.02 0.308
C 1.237 -0.353 1.709 -0.44 0.79 -0.37 -1.228
H 0.759 -0.439 2.652 -0.36 -0.10 1.14 0.331
H -2.078 0.800 -0.392 -0.27 0.04 0.20 0.225
H 2.132 0.249 1.845 0.31 -0.36 0.09 0.342
H -0.590 -1.568 0.365 0.16 -0.10 0.11 0.383
O -0.847 5.017 1.605 0.08 0.10 -0.01 -0.632
H -0.149 -0.636 -1.047 -0.34 -0.10 -0.28 0.324
O 0.050 -6.114 -1.740 -0.27 -0.07 -0.01 -0.637
C 0.275 0.403 0.765 1.31 -0.70 -0.58 -0.090
H 0.224 -7.016 -1.452 0.11 0.13 -0.02 0.320
H 1.910 1.446 -2.636 -0.07 0.10 0.06 0.315
H -0.267 1.182 1.299 -0.37 -0.29 0.15 0.255
H -2.442 -0.333 0.779 -0.13 0.30 0.11 0.236
```
Positions in Å, forces in eV/Å.

- SMILES = CCCN.O.O.O
- HOMO level (eV) = -9.1
- energy above the lowest of the compared OMol25 structures with the same formula, charge and spin (kJ/mol) = 132.1

***

3.
ORCA calculation (ωB97M-V with the def2-TZVPD basis set) on a cluster of 5 separate species, C3H15NO3 in total in a non-equilibrium geometry.

```
22
Properties=species:S:1:pos:R:3:forces:R:3:mulliken_charge:R:1
H 0.655 2.081 1.064 1.63 -1.03 -1.38 0.424
H -1.515 1.255 -0.519 -0.58 1.34 1.59 0.249
H -0.468 -1.303 -1.466 -0.59 0.31 0.55 0.156
H 1.477 -1.345 -0.689 0.09 -0.09 0.25 0.461
O 0.993 -2.491 0.108 -0.35 0.17 -0.38 -0.342
O 1.560 1.656 0.557 -0.26 -0.08 0.48 -0.791
H -2.446 0.619 -1.963 0.64 0.40 0.91 0.293
H -0.060 -0.525 0.734 1.11 0.85 0.29 0.251
H -1.109 3.109 1.837 -0.42 0.18 0.16 0.246
H 2.411 1.903 0.973 -0.85 -0.03 -0.25 0.298
H -2.221 -1.467 -1.133 0.87 0.20 0.22 0.416
H -1.602 -0.345 1.317 -0.74 -0.30 -0.57 0.431
H -0.845 -1.955 0.963 -1.09 0.80 -0.17 0.332
N -0.629 2.239 1.647 0.54 0.29 0.11 -0.482
C -1.030 -0.922 0.582 0.82 -1.48 2.75 -1.197
H 1.569 0.295 -0.390 -0.48 0.87 0.27 0.458
O 1.433 -0.430 -1.127 0.38 0.48 -0.59 -0.212
H 1.456 -3.297 0.287 0.95 -1.40 0.36 0.304
H -0.730 0.909 -1.946 0.28 0.06 -0.36 0.319
C -1.335 -0.848 -0.834 -0.92 -0.10 -1.98 0.058
H -0.644 1.627 2.452 -0.51 -0.11 0.45 0.309
C -1.537 0.584 -1.307 -0.54 -1.32 -2.69 -0.983
```
Positions in Å, forces in eV/Å.

- charge = +1
- HOMO level (alpha / beta) (eV) = -15.0 / -14.8
- energy above the lowest of the compared OMol25 structures with the same formula, charge and spin (kJ/mol) = 657.9
- multiplicity = 2

***

4.
ORCA calculation (ωB97M-V with the def2-TZVPD basis set) on a cluster of 2 separate species, C3H15NSi3 in total in a non-equilibrium geometry.

```
22
Properties=species:S:1:pos:R:3:forces:R:3:mulliken_charge:R:1
Si 2.410 -1.002 0.578 -1.16 -1.36 1.13 0.275
H 1.026 0.059 -2.801 -1.18 -0.17 0.46 0.238
H -0.001 0.815 -3.953 -0.67 -0.07 0.23 0.356
Si -1.822 0.288 3.799 -0.08 0.75 -0.40 0.237
C -0.487 1.127 -0.429 0.40 -0.69 -1.06 -0.784
H -1.584 1.595 -2.297 -0.90 0.55 0.14 0.360
C 0.233 0.851 -2.884 2.28 -1.37 -1.14 -1.278
N -0.670 -1.803 -0.484 2.15 -2.39 1.49 -0.497
H -2.731 1.334 4.414 0.21 -0.50 -0.41 -0.077
H -1.643 -1.855 -0.665 -0.92 0.02 -0.04 0.232
H -2.527 -0.985 3.505 0.21 0.03 0.41 -0.061
H 0.919 1.653 -2.829 0.28 1.75 0.40 0.409
H 3.081 -2.265 0.106 -0.52 0.29 -0.23 -0.106
H -1.268 1.649 0.081 -0.68 0.00 0.59 0.384
Si 0.079 -0.510 0.431 -0.62 0.78 -1.02 -0.004
H 3.392 0.042 0.298 0.07 0.48 0.44 -0.103
H -0.579 0.349 4.593 -0.04 -0.49 0.06 -0.061
H 0.343 1.819 -0.409 0.50 0.27 0.04 0.377
H -0.317 -2.782 -0.167 -0.96 2.29 -0.91 0.226
H -1.337 -0.157 -1.946 -0.22 1.10 -0.23 0.123
C -0.902 0.874 -1.911 0.43 -1.78 0.54 -0.167
H 1.927 -1.419 2.011 1.43 0.52 -0.49 -0.082
```
Positions in Å, forces in eV/Å.

- HOMO level (alpha / beta) (eV) = -7.6 / -6.9
- energy above the lowest of the compared OMol25 structures with the same formula, charge and spin (kJ/mol) = 469.0

***

5.
ORCA calculation (ωB97M-V with the def2-TZVPD basis set) on a cluster of 6 separate species, C3H15O7S2 in total in a non-equilibrium geometry.

```
27
Properties=species:S:1:pos:R:3:forces:R:3:mulliken_charge:R:1
H 2.468 1.725 0.143 0.02 0.23 0.40 0.306
H 2.832 -1.293 1.415 -0.29 0.97 0.24 0.362
H 3.592 -0.461 2.618 -0.73 -0.06 -1.05 0.304
H -1.072 0.837 1.723 0.80 -0.99 0.33 0.005
H -0.361 2.543 2.244 0.13 0.26 0.54 0.344
H -0.119 -0.819 2.132 -0.30 1.03 0.74 0.270
H 0.232 -1.943 -1.197 -0.39 0.02 -0.28 0.310
S -2.870 -0.420 -0.379 -1.06 -1.71 0.17 -0.129
O 3.101 1.093 0.519 0.22 0.55 -0.67 -0.615
C -1.699 -1.048 0.884 1.29 0.00 -0.98 -0.552
H -2.130 1.468 -2.280 0.54 -0.85 -0.23 0.107
O 3.480 -1.288 2.127 0.89 -1.06 0.82 -0.677
H -1.076 -1.805 0.417 -0.51 -0.50 -0.37 0.283
O 2.689 -1.715 -2.728 -0.81 0.03 0.21 -0.688
H 2.422 -1.428 -1.839 0.38 0.06 0.11 0.410
C 0.493 0.056 0.362 -2.13 1.25 0.77 0.716
H 0.908 2.355 1.602 0.42 -0.08 0.18 0.372
O -0.417 -1.790 -1.919 0.72 -0.13 -0.04 -0.654
O 1.159 -0.974 0.111 0.96 0.09 -0.64 -0.966
H 2.915 0.405 -0.133 0.29 -0.52 0.33 0.331
O 0.491 1.217 -0.114 1.10 -0.66 -0.62 -0.819
H -2.288 -1.559 1.639 -0.39 0.42 0.14 0.421
H 1.803 -1.909 -3.075 0.33 -0.07 -0.18 0.340
C -0.612 -0.135 1.420 -0.49 -0.33 0.12 -0.236
O 0.577 2.645 2.470 -0.50 0.01 -0.65 -0.666
H -0.270 -0.844 -2.044 -0.25 0.03 -0.13 0.318
S -2.623 1.423 -1.037 -0.25 2.01 0.73 -0.199
```
Positions in Å, forces in eV/Å.

- charge = -1
- HOMO level (eV) = -6.0

***

6.
ORCA calculation (ωB97M-V with the def2-TZVPD basis set) on a structure of composition C3H16BKN6O3 in a non-equilibrium geometry.

```
30
Properties=species:S:1:pos:R:3:forces:R:3:mulliken_charge:R:1
O 2.084 5.292 -1.117 -0.68 0.29 0.12 -0.643
N 3.572 5.161 0.556 -0.35 -2.51 4.80 -0.390
H -0.003 -2.208 5.240 0.15 -0.44 0.88 0.232
N -1.141 -4.050 -1.109 5.19 -0.31 -1.02 -0.388
O -0.322 -0.606 3.809 0.75 0.40 -3.88 -0.664
H 2.956 4.554 1.077 0.10 0.14 -0.05 0.204
K -0.518 0.687 -1.330 -0.01 -0.22 -0.31 0.952
H 3.910 6.642 -2.051 0.51 -0.22 -0.11 0.230
C -0.736 -0.565 4.924 -1.23 3.63 -1.52 0.640
H -1.101 -2.471 -6.700 -1.74 -2.88 -2.80 -0.167
N -0.426 -1.449 5.753 2.11 -6.00 4.14 -0.373
H -1.196 -4.001 -2.116 1.44 0.03 0.28 0.182
H -1.759 0.384 6.408 0.12 -0.11 -0.29 0.151
H -4.073 -3.654 -1.079 -0.21 -0.20 -0.90 0.202
C -2.304 -4.164 -0.567 -0.46 0.71 1.06 0.685
H -0.099 -1.147 -6.479 2.63 3.08 -1.86 -0.142
H 5.069 5.791 -1.059 -0.14 0.44 -0.27 0.225
B -0.780 -1.782 -5.934 0.05 0.07 0.06 -0.195
H -0.769 -1.558 6.697 0.08 -0.07 -0.43 0.189
C 3.155 5.569 -0.606 -1.05 -0.98 -1.13 0.632
H -0.299 -4.166 -0.563 -0.11 -0.32 -0.56 0.200
N -1.467 0.406 5.441 -2.38 3.13 1.26 -0.369
N -3.162 -3.825 -1.481 -4.94 0.72 -1.94 -0.428
O -2.588 -4.339 0.580 -0.29 -0.68 2.60 -0.642
H -1.813 1.213 4.942 0.40 -0.49 -0.27 0.194
H -1.596 -1.281 -5.437 -3.43 2.25 1.96 -0.246
H -2.953 -3.773 -2.468 -0.56 0.17 0.30 0.192
H -0.184 -2.337 -5.226 2.47 -2.40 3.21 -0.208
H 4.386 5.471 1.068 -0.26 0.25 -0.53 0.209
N 4.155 6.205 -1.174 1.84 2.50 -2.81 -0.466
```
Positions in Å, forces in eV/Å.

- HOMO level (eV) = -6.8
- energy above the lowest of the compared OMol25 structures with the same formula, charge and spin (kJ/mol) = 556.1

***

E, respectively: -10985.07800 -10986.24188 -10971.40436 -28472.75371 -39359.60677 -35451.87362 eV.